w.
DFT (ωB97M-V with the def2-TZVPD basis set) results for an isolated molecule of C5H14N2.

The geometry in XYZ format:
```
21
Properties=species:S:1:pos:R:3:mulliken_charge:R:1
C 1.56 0.78 -1.72 -1.25
C 1.15 0.25 -0.37 -0.46
C -0.31 -0.17 -0.32 0.10
C -0.54 -1.27 0.70 -0.71
N -0.28 -2.57 0.04 -0.70
N -1.18 0.99 -0.04 -0.39
C -1.42 1.36 1.37 -0.86
H 0.95 1.65 -2.00 0.29
H 2.57 1.18 -1.74 0.38
H 1.37 0.08 -2.53 0.33
H 1.33 0.92 0.48 0.28
H 1.80 -0.60 -0.09 0.38
H -0.73 -0.60 -1.23 0.27
H -1.57 -1.30 1.05 0.34
H 0.14 -1.10 1.54 0.33
H 0.59 -2.50 -0.49 0.25
H -0.01 -3.25 0.74 0.25
H -0.84 1.84 -0.48 0.28
H -1.44 2.43 1.44 0.34
H -2.43 1.03 1.63 0.26
H -0.70 0.87 2.03 0.28
```



x.
DFT (ωB97M-V with the def2-TZVPD basis set) results for an isolated molecule of C5H14N2.

The geometry in XYZ format:
```
21
Properties=species:S:1:pos:R:3:mulliken_charge:R:1
C -0.04 -1.70 -2.89 -0.95
C -0.59 -1.60 -1.46 -0.29
N 0.27 -0.71 -0.58 -0.33
C -0.54 0.08 0.32 -0.88
C 0.21 1.24 1.05 0.31
C 1.47 0.78 1.70 -1.23
N -0.70 1.96 1.96 -0.55
H 0.05 -2.76 -3.06 0.27
H -0.80 -1.38 -3.61 0.25
H 0.89 -1.11 -3.05 0.32
H -1.59 -1.28 -1.21 0.36
H -0.40 -2.58 -1.04 0.19
H 0.91 -0.19 -1.17 0.24
H -0.91 -0.50 1.17 0.22
H -1.46 0.44 -0.12 0.39
H 0.51 1.87 0.19 0.31
H 1.97 -0.02 1.20 0.39
H 1.31 0.47 2.75 0.30
H 2.17 1.65 1.78 0.27
H -1.28 1.40 2.57 0.21
H -1.13 2.78 1.58 0.20
```



y.
DFT (ωB97M-V with the def2-TZVPD basis set) results for an isolated molecule of C5H14N2.

The geometry in XYZ format:
```
21
Properties=species:S:1:pos:R:3:mulliken_charge:R:1
C 2.53 1.21 0.24 -0.91
N 1.40 0.47 -0.30 -0.28
C 0.62 -0.32 0.67 -1.20
C -0.70 -0.85 0.09 0.67
C -1.35 -1.67 1.23 -1.48
N -1.59 0.30 -0.32 -0.49
C -1.48 0.56 -1.76 -0.99
H 3.15 1.73 -0.49 0.34
H 2.23 2.00 0.94 0.30
H 3.08 0.42 0.75 0.28
H 0.89 0.93 -1.02 0.23
H 0.39 0.37 1.48 0.39
H 1.29 -1.12 0.98 0.49
H -0.47 -1.56 -0.70 0.26
H -2.11 -1.06 1.72 0.37
H -1.70 -2.66 0.95 0.30
H -0.67 -1.78 2.07 0.35
H -1.00 1.03 0.09 0.37
H -1.27 1.60 -2.04 0.36
H -2.46 0.44 -2.23 0.31
H -0.77 -0.03 -2.36 0.33
```



z.
DFT (ωB97M-V with the def2-TZVPD basis set) results for an isolated molecule of C5H14N2.

The geometry in XYZ format:
```
21
Properties=species:S:1:pos:R:3:mulliken_charge:R:1
C 2.58 -0.71 1.11 -1.15
C 1.14 -0.22 1.22 -0.65
C 0.38 -0.03 -0.08 0.58
C 0.69 1.33 -0.69 -1.59
N -1.04 -0.12 0.22 -0.53
C -1.93 0.11 -0.90 -0.32
N -3.16 -0.60 -0.69 -0.55
H 3.15 -0.17 0.34 0.30
H 3.09 -0.66 2.07 0.36
H 2.57 -1.76 0.76 0.29
H 0.59 -0.87 1.91 0.37
H 1.15 0.75 1.74 0.31
H 0.64 -0.83 -0.79 0.21
H 0.13 2.09 -0.17 0.39
H 1.74 1.55 -0.60 0.41
H 0.53 1.38 -1.77 0.36
H -1.31 -0.99 0.65 0.27
H -2.07 1.19 -1.02 0.20
H -1.46 -0.24 -1.83 0.35
H -3.64 -0.92 -1.51 0.18
H -3.78 -0.27 0.03 0.19
```



What should be chosen as the most stable of them? Choose z.



w.
DFT (ωB97M-V with the def2-TZVPD basis set) results for an isolated molecule of C5H14N2.

The geometry in XYZ format:
```
21
Properties=species:S:1:pos:R:3:mulliken_charge:R:1
C 0.62 -1.95 -0.56 -1.27
C 0.22 -1.17 0.73 0.51
N 1.08 -1.68 1.84 -0.77
C 0.37 0.32 0.47 -0.99
N -0.66 0.79 -0.44 0.03
C -1.39 1.93 0.09 -1.13
C -0.10 1.21 -1.74 -1.17
H -0.28 -2.11 -1.16 0.31
H 0.91 -2.96 -0.26 0.39
H 1.41 -1.44 -1.09 0.25
H -0.82 -1.46 0.91 0.24
H 0.49 -2.39 2.28 0.29
H 1.08 -1.00 2.61 0.25
H 1.40 0.63 0.26 0.37
H 0.27 0.80 1.46 0.44
H -2.06 1.62 0.90 0.33
H -0.75 2.68 0.57 0.39
H -2.08 2.34 -0.63 0.36
H 0.73 0.61 -1.99 0.40
H 0.39 2.18 -1.74 0.39
H -0.84 1.04 -2.51 0.36
```



x.
DFT (ωB97M-V with the def2-TZVPD basis set) results for a structure of composition C5H14N2.

The geometry in XYZ format:
```
21
Properties=species:S:1:pos:R:3:mulliken_charge:R:1
C 1.00 0.16 0.92 -0.44
N 1.44 0.66 -0.44 -0.52
C 2.22 -0.51 -0.34 -0.35
C 0.18 -1.28 0.88 -0.83
C -0.85 -1.30 -0.29 -0.66
C -1.63 -0.04 -0.55 -0.27
N -2.58 0.10 0.57 -0.62
H 1.60 0.12 1.90 0.32
H 0.16 0.85 1.25 0.42
H 1.32 4.19 -1.76 -0.07
H 2.11 -1.53 -0.67 0.25
H 1.00 4.58 -2.37 0.07
H 3.28 -0.24 -0.32 0.28
H 0.88 -2.20 0.80 0.38
H -0.29 -1.31 1.91 0.33
H -0.26 -1.63 -1.31 0.19
H -1.47 -2.16 -0.32 0.52
H -2.13 0.15 -1.56 0.30
H -0.77 0.62 -0.45 0.28
H -2.98 1.03 0.75 0.22
H -2.24 -0.25 1.42 0.20
```



y.
DFT (ωB97M-V with the def2-TZVPD basis set) results for an isolated molecule of C5H14N2.

The geometry in XYZ format:
```
21
Properties=species:S:1:pos:R:3:mulliken_charge:R:1
C 2.01 2.33 -0.79 -1.05
C 1.38 1.04 -1.46 -0.55
N 0.43 0.35 -0.52 -0.16
C -0.86 -0.34 -0.81 -0.85
C -1.13 -1.62 -0.03 -0.54
N -0.52 -1.47 1.30 -0.40
C -1.18 -0.42 2.18 -0.92
H 2.58 2.97 -1.47 0.35
H 2.30 2.04 0.23 0.31
H 1.00 2.85 -0.59 0.22
H 2.19 0.40 -1.72 0.38
H 0.85 1.40 -2.35 0.36
H 1.01 -0.44 -0.19 0.19
H -0.88 -0.53 -1.85 0.45
H -1.67 0.34 -0.58 0.27
H -2.20 -1.88 -0.02 0.38
H -0.79 -2.53 -0.61 0.35
H -0.77 -2.41 1.72 0.28
H -0.97 0.66 1.87 0.25
H -2.28 -0.45 2.26 0.30
H -1.14 -0.51 3.27 0.38
```



What should be chosen as the most stable of them? Choose w.



w.
DFT (ωB97M-V with the def2-TZVPD basis set) results for an isolated molecule of C5H14N2.

The geometry in XYZ format:
```
21
Properties=species:S:1:pos:R:3:mulliken_charge:R:1
C 2.79 0.46 -0.53 -1.11
C 1.87 0.38 0.69 -0.42
N 0.69 -0.39 0.32 -0.17
C -0.47 -0.96 0.99 -0.74
C -1.64 -1.11 -0.01 -0.76
C -1.90 0.09 -0.92 -0.25
N -1.55 1.40 -0.35 -0.66
H 2.33 1.16 -1.23 0.24
H 3.74 0.89 -0.22 0.36
H 2.98 -0.56 -0.88 0.35
H 2.31 -0.03 1.60 0.35
H 1.53 1.40 0.88 0.26
H 0.88 -1.06 -0.42 0.14
H -0.23 -1.98 1.32 0.38
H -0.79 -0.37 1.85 0.39
H -1.25 -1.92 -0.63 0.30
H -2.47 -1.59 0.54 0.36
H -1.42 -0.03 -1.91 0.24
H -2.98 0.13 -1.09 0.35
H -0.53 1.41 -0.35 0.14
H -1.80 2.17 -0.95 0.24
```



x.
DFT (ωB97M-V with the def2-TZVPD basis set) results for a structure of composition C5H14N2.

The geometry in XYZ format:
```
21
Properties=species:S:1:pos:R:3:mulliken_charge:R:1
C -1.51 -1.11 -2.65 -0.93
N 0.60 -1.15 0.06 -0.79
C 0.53 -0.49 1.20 0.68
C 0.77 1.02 1.33 -0.59
C 0.30 1.73 0.01 -0.88
N 0.98 1.38 -1.20 -0.42
C 0.22 -1.30 2.46 -1.10
H -1.32 -0.20 -3.21 0.24
H -1.61 -1.94 -3.34 0.31
H -2.50 -0.92 -2.21 0.23
H -0.74 -1.25 -1.90 0.17
H -0.45 -0.70 0.34 0.18
H 0.15 1.46 2.11 0.33
H 1.80 1.27 1.53 0.33
H -0.78 1.47 -0.03 0.28
H 0.29 2.82 0.07 0.44
H 1.63 2.05 -1.56 0.19
H 1.26 0.41 -1.20 0.31
H 1.04 -1.97 2.67 0.29
H -0.63 -1.93 2.23 0.33
H -0.02 -0.68 3.29 0.36
```



What should be chosen as the most stable of them? Choose w.



w.
DFT (ωB97M-V with the def2-TZVPD basis set) results for an isolated molecule of C5H14N2.

The geometry in XYZ format:
```
21
Properties=species:S:1:pos:R:3:mulliken_charge:R:1
C -2.76 2.26 -0.24 -0.96
C -1.98 0.99 0.15 -0.30
C -0.44 1.07 0.05 -0.56
N 0.28 -0.17 0.07 -0.21
C 1.76 -0.23 0.06 -0.63
C 2.16 -1.66 0.42 -0.52
N 1.49 -2.90 -0.35 -0.61
H -3.83 1.99 -0.71 0.26
H -2.18 2.92 -0.90 0.30
H -3.02 2.86 0.61 0.28
H -1.93 0.70 1.17 0.27
H -2.22 0.06 -0.49 0.21
H -0.25 1.78 -0.89 0.14
H 0.01 1.32 0.98 0.32
H -0.16 -1.06 -0.33 0.29
H 2.16 0.59 0.63 0.38
H 2.11 -0.22 -1.03 0.22
H 1.91 -1.85 1.57 0.31
H 3.24 -1.73 0.32 0.38
H 1.76 -3.68 0.17 0.24
H 1.89 -3.02 -1.27 0.19
```



x.
DFT (ωB97M-V with the def2-TZVPD basis set) results for a cluster of 2 separate species, C5H14N2 in total.

The geometry in XYZ format:
```
21
Properties=species:S:1:pos:R:3:mulliken_charge:R:1
N 3.28 -0.47 -0.54 -0.57
C 2.12 0.41 -0.41 0.23
C 1.95 1.04 0.93 -1.25
C 0.76 -0.20 -0.74 -0.15
N -0.18 0.81 -0.63 -0.48
C -2.85 -1.12 -0.07 -0.85
C -3.24 0.40 0.30 -0.82
H 3.85 -0.39 0.31 0.23
H 3.13 -1.42 -0.68 0.23
H 2.36 1.27 -1.05 0.19
H 0.85 1.49 0.82 0.31
H 2.02 0.42 1.85 0.35
H 2.55 1.90 1.22 0.34
H 0.64 -1.13 -0.07 0.24
H 0.99 -0.56 -1.78 0.32
H -2.88 -1.64 0.88 0.27
H -1.92 -1.13 -0.57 0.06
H -3.54 -1.61 -0.56 0.48
H -3.19 0.87 -0.70 0.20
H -2.46 0.63 0.95 0.23
H -4.24 0.42 0.56 0.43
```



What should be chosen as the most stable of them? Choose w.



w.
DFT (ωB97M-V with the def2-TZVPD basis set) results for a structure of composition C2H3BrClI.

The geometry in XYZ format:
```
8
Properties=species:S:1:pos:R:3:mulliken_charge:R:1
C 1.21 0.33 -0.50 -0.48
C -1.04 -0.18 0.61 -0.59
Cl 1.74 -1.27 -0.69 -0.10
Br -1.43 -1.96 0.29 -0.02
I -2.26 1.33 -0.20 0.11
H 1.71 0.91 0.25 0.34
H 0.82 0.79 -1.39 0.32
H -0.75 0.05 1.62 0.42
```



x.
DFT (ωB97M-V with the def2-TZVPD basis set) results for a structure of composition C2H3BrClI.

The geometry in XYZ format:
```
8
Properties=species:S:1:pos:R:3:mulliken_charge:R:1
C 1.46 -0.50 0.06 -0.43
C -2.46 0.95 -0.43 -0.14
Cl 1.29 -0.76 -1.69 -0.17
Br -2.18 2.47 0.52 0.05
I -2.32 -0.91 0.53 0.12
H 1.31 -1.53 0.33 0.23
H 2.36 0.18 0.12 0.28
H 0.55 0.11 0.56 0.06
```



What should be chosen as the most stable of them? Choose w.